{"formula": "C39H46N3O7P4PdS", "method": "ωB97M-V/def2-TZVPD", "spin_multiplicity": 1, "total_charge": 1, "relative_energy_ev": 2.4500, "homo_energy_ev": -10.41, "e_tot_ha": -4096.2841, "species": ["Pd", "S", "P", "P", "P", "P", "O", "O", "O", "O", "O", "O", "O", "N", "N", "N", "C", "C", "C", "C", "C", "C", "C", "C", "C", "C", "C", "C", "C", "C", "C", "C", "C", "C", "C", "C", "C", "C", "C", "C", "C", "C", "C", "C", "C", "C", "C", "C", "C", "C", "C", "C", "C", "C", "C", "H", "H", "H", "H", "H", "H", "H", "H", "H", "H", "H", "H", "H", "H", "H", "H", "H", "H", "H", "H", "H", "H", "H", "H", "H", "H", "H", "H", "H", "H", "H", "H", "H", "H", "H", "H", "H", "H", "H", "H", "H", "H", "H", "H", "H", "H"], "coordinates": [[0.19440, 0.38170, -0.18890], [0.78170, 2.83910, 0.83960], [2.52210, 0.24380, 0.13120], [-2.96790, -1.35660, -0.83350], [-1.91530, 1.34050, -1.70170], [0.61910, -2.04360, -0.65480], [-4.03300, -1.13850, 0.33020], [-0.73100, 0.91050, -2.53150], [-2.57290, 2.68550, -2.30970], [-1.59720, -1.23680, -0.23560], [-3.27770, -2.55310, -1.67010], [-1.72480, 1.57900, -0.24150], [-2.52380, 4.49750, 3.46200], [-1.57090, 3.87350, 1.48370], [-2.69120, -0.66410, -3.29420], [-0.19610, 3.34870, 3.25790], [-1.74840, -5.29820, -1.29820], [-3.07760, 6.09830, 0.36490], [-0.75070, -4.72710, -3.40100], [4.47180, 2.96230, -2.29340], [-3.47100, 5.38520, 1.49620], [-1.07570, -4.25810, -0.68850], [2.40760, -2.29790, -1.14370], [0.13730, -1.68750, 2.10270], [-3.93690, 7.02320, -0.19890], [0.67400, -2.50940, 1.11320], [-5.19680, 7.22790, 0.33940], [1.22460, -3.73560, 1.47630], [-0.06850, -3.68870, -2.79550], [-5.60090, 6.50740, 1.45290], [2.51600, 1.00900, -2.46490], [-4.60860, 0.48980, -2.26820], [-3.18570, 0.03270, -2.07730], [1.05080, 3.09960, 3.92470], [2.92670, 1.67400, -3.60350], [3.91770, 2.64090, -3.52140], [-0.39750, 3.34220, 1.95510], [-4.73660, 5.60320, 2.03930], [3.27830, -1.42010, -0.26010], [4.87680, 0.65140, 1.64790], [2.78670, 0.54840, 2.83850], [3.11970, 1.28550, -1.23450], [-1.58850, -5.53670, -2.65250], [0.47300, 4.55090, 5.93150], [1.26460, -4.12300, 2.80250], [3.46320, 0.63890, 4.04310], [0.73200, -3.30110, 3.78140], [3.48690, 0.56510, 1.63760], [-0.21170, -3.45870, -1.42990], [0.15800, -2.09000, 3.42830], [-2.51990, 4.53950, 2.24300], [4.07490, 2.29240, -1.14630], [5.54680, 0.74920, 2.85560], [1.45390, 4.29440, 4.79250], [4.84410, 0.74300, 4.05090], [1.70970, 0.27480, -2.51220], [1.69940, -5.07440, 3.06750], [5.21920, 3.73910, -2.22660], [3.42240, -1.90650, 0.71130], [4.49040, 2.56480, -0.18750], [-5.25930, -0.36040, -2.47600], [2.44570, 4.08570, 5.20130], [-2.08760, 5.96670, -0.04470], [0.84150, 5.36120, 6.55330], [0.94370, 2.21550, 4.56050], [2.51900, -2.02450, -2.19700], [2.69530, -3.34670, -1.04180], [-0.96120, 3.74340, 3.82300], [2.91640, 0.61880, 4.97510], [-1.74260, 3.72740, 0.49270], [5.37670, 0.80650, 4.98890], [4.26800, -1.25350, -0.69860], [-4.68540, 1.20480, -3.08770], [-6.58140, 6.66190, 1.87740], [-0.28930, -1.46710, 4.18850], [0.57410, -3.05020, -3.38560], [-0.51330, 4.82730, 5.56520], [-0.35120, -0.73990, 1.83070], [-2.21570, 2.93000, -3.16220], [-3.16270, -0.39180, -4.15770], [-1.67460, -0.40810, -3.33930], [-2.83650, -1.69610, -3.04310], [-2.12460, -6.34430, -3.12470], [0.75620, -3.61360, 4.81330], [-4.97050, 0.98290, -1.37000], [4.24410, 3.15370, -4.41390], [-5.86450, 7.94950, -0.10950], [-5.02790, 5.05590, 2.92250], [1.70640, 0.45670, 2.80040], [-1.22900, -4.05520, 0.35960], [1.80970, 2.90360, 3.16400], [5.43320, 0.63550, 0.72240], [-4.76250, -1.75180, 0.23340], [-2.41180, -5.91900, -0.71760], [0.37220, 3.66410, 6.55260], [-3.61000, 7.59440, -1.05590], [1.60450, -4.39990, 0.71420], [6.62440, 0.81620, 2.86970], [2.47700, 1.44120, -4.55710], [-0.63320, -4.90790, -4.45870], [1.53270, 5.18370, 4.16450]], "mulliken_charge": [1.44, -0.34, 0.65, 0.62, 0.92, 1.46, -0.50, -0.97, -0.58, -0.58, -0.95, -0.84, -0.72, 0.33, -0.13, -0.07, -0.77, -0.26, -0.79, -0.81, 0.34, -0.75, -1.20, -0.39, -0.76, 0.67, -0.37, -0.41, -0.69, -0.60, -0.59, -1.92, 0.85, -0.54, -1.01, -0.67, 0.36, -0.41, -1.21, -0.24, -0.58, 1.44, -0.57, -1.15, -0.88, -0.84, -0.68, 0.27, 0.48, -0.57, 0.58, -0.80, -0.93, -0.67, -0.83, -0.03, 0.46, 0.46, 0.65, 0.55, 0.52, 0.36, 0.51, 0.38, 0.14, 0.67, 0.63, 0.41, 0.51, 0.06, 0.43, 0.69, 0.45, 0.40, 0.49, 0.38, 0.30, 0.40, 0.35, 0.38, 0.24, 0.34, 0.42, 0.44, 0.34, 0.40, 0.40, 0.42, 0.73, 0.42, 0.26, 0.55, 0.39, 0.41, 0.30, 0.41, 0.42, 0.46, 0.48, 0.45, 0.30]}

=====

{"formula": "C39H46N4O2P2PtS", "method": "ωB97M-V/def2-TZVPD", "spin_multiplicity": 1, "total_charge": 2, "relative_energy_ev": 0.7162, "homo_energy_ev": -13.41, "e_tot_ha": -3083.0637, "species": ["Pt", "S", "P", "P", "O", "O", "N", "N", "N", "N", "C", "C", "C", "C", "C", "C", "C", "C", "C", "C", "C", "C", "C", "C", "C", "C", "C", "C", "C", "C", "C", "C", "C", "C", "C", "C", "C", "C", "C", "C", "C", "C", "C", "C", "C", "C", "C", "C", "C", "H", "H", "H", "H", "H", "H", "H", "H", "H", "H", "H", "H", "H", "H", "H", "H", "H", "H", "H", "H", "H", "H", "H", "H", "H", "H", "H", "H", "H", "H", "H", "H", "H", "H", "H", "H", "H", "H", "H", "H", "H", "H", "H", "H", "H", "H"], "coordinates": [[0.32979, 0.07583, -0.03251], [-0.96141, -1.66612, -1.00678], [0.67690, -0.30237, 2.16419], [2.52050, 0.25307, -0.29232], [-4.20118, 1.90670, -3.05212], [-7.03900, 1.96421, -1.56698], [-1.34123, -0.91282, -3.53726], [-3.26271, -1.04396, -2.23984], [-0.90313, 2.08828, -0.61129], [-5.29706, 3.44913, -1.80482], [2.09551, -4.06681, 3.00468], [4.68334, 3.21480, -2.08117], [-2.06151, 0.10948, 5.11383], [3.74699, 3.84213, -2.89223], [-2.05253, 2.00164, -1.27750], [0.03429, -1.33119, -3.80160], [-2.92854, 3.06602, -1.43886], [-1.87006, 0.01296, -4.54604], [-6.59443, 3.08516, -2.30944], [-0.93191, -0.20560, 4.37974], [-0.23320, -4.24447, 2.43880], [-2.56804, 4.29688, -0.91552], [-4.19945, 2.75528, -2.17837], [3.02104, 1.25686, 2.21384], [-1.94246, -1.15216, -2.36795], [2.02287, 0.52403, 3.10181], [0.83059, -2.08108, 2.47877], [0.96584, -4.84535, 2.80183], [-0.84962, 0.15120, 3.03091], [2.98153, 1.70853, -1.26869], [-1.91404, 0.80966, 2.42841], [2.05480, 2.33077, -2.10105], [3.83757, -2.17091, -3.30286], [-1.35603, 4.40597, -0.24678], [2.99131, -1.18396, -1.27742], [-3.90564, -1.00248, -0.92838], [-3.05077, 1.11472, 3.16615], [3.58802, 0.28870, 1.16920], [4.30695, 2.15113, -1.27697], [2.79350, -2.45985, -0.74313], [-4.21105, -1.27243, -3.33791], [-0.56281, 3.28369, -0.10525], [3.50598, -1.04178, -2.56440], [2.02992, -2.69005, 2.84214], [-0.30203, -2.87182, 2.27611], [3.13012, -3.57855, -1.48120], [2.43478, 3.39338, -2.90704], [-3.12393, 0.76922, 4.50583], [3.65322, -3.43419, -2.76305], [-4.84161, -0.45575, -1.03520], [1.70543, 3.86867, -3.54945], [4.60033, 0.53918, 0.85749], [-1.24189, -2.41403, 1.99207], [-5.25780, 4.01129, -0.97005], [2.52998, 2.10017, 1.71690], [5.71121, 3.55020, -2.07891], [-6.48926, 2.84662, -3.36842], [3.02920, -4.52646, 3.29892], [-4.00837, 1.00878, 5.08018], [-0.11862, -0.74047, 4.85687], [-1.86313, 1.08869, 1.38731], [1.01697, -5.91750, 2.93337], [-3.71386, -1.72284, -4.18912], [2.54013, -0.24574, 3.67705], [-4.69765, -0.34311, -3.63045], [4.24554, -2.05886, -4.29825], [-2.31801, 1.04055, -1.69376], [5.06299, 1.66456, -0.67616], [0.12259, -1.52411, -4.86964], [3.81961, 1.67884, 2.82297], [-2.68110, 0.61010, -4.14268], [-7.26366, 3.93774, -2.18403], [-3.27491, -0.49675, -0.20079], [-1.11881, -4.84660, 2.28790], [0.74109, -0.54392, -3.52542], [3.63485, -0.73223, 1.55590], [-7.93483, 1.73862, -1.84160], [-3.87900, 1.62334, 2.69069], [-4.96382, -1.97347, -2.97887], [0.37784, 3.32856, 0.42866], [-4.11781, -2.01024, -0.56676], [-2.11767, -0.16547, 6.15798], [1.03438, 1.97776, -2.13385], [-3.20347, 5.16513, -1.04018], [-1.02880, 5.34972, 0.16567], [-2.19727, -0.51338, -5.44255], [1.53964, 1.19028, 3.81637], [3.91560, -4.31096, -3.33950], [2.92742, -2.11222, 3.02123], [0.28334, -2.23472, -3.25376], [2.98216, -4.56475, -1.06256], [2.35861, -2.58121, 0.24304], [3.65559, -0.05964, -2.99275], [4.04398, 4.67306, -3.51738], [-1.05877, 0.68667, -4.82576]], "mulliken_charge": [1.41, -0.16, 1.51, 1.64, -0.62, -0.53, 0.14, 0.38, 0.25, -0.25, -0.80, -0.88, -0.74, -0.63, 0.59, -1.11, 0.11, -1.20, -0.51, -0.65, -0.80, -0.45, 0.46, -0.70, 0.00, -1.33, 0.68, -0.66, 0.37, 0.63, 0.14, -0.18, -0.80, -1.28, 0.23, -1.10, -0.77, -1.24, -0.57, 0.15, -1.18, -0.31, -0.59, -0.51, -0.69, -0.82, -1.08, -0.66, -0.64, 0.41, 0.50, 0.90, 0.43, 0.26, 0.10, 0.47, 0.33, 0.50, 0.42, 0.39, -0.08, 0.45, 0.41, 0.63, 0.29, 0.47, -0.60, 0.44, 0.42, 0.59, 0.41, 0.41, 0.35, 0.46, 0.32, 0.38, 0.32, 0.50, 0.45, 0.36, 0.36, 0.45, 0.34, 0.63, 0.52, 0.37, 0.63, 0.42, 0.17, 0.46, 0.50, -0.02, 0.39, 0.43, 0.40]}